Entry from OMol25: one molecule with the formula CH2FNO (ωB97M-V/def2-TZVPD).

XYZ file:
```
6
Properties=species:S:1:pos:R:3
F -1.6422 0.7511 0.1702
N -0.9194 -0.0988 -0.6348
C 0.7152 -0.0412 0.0252
O -0.3490 -0.9840 0.3575
H 1.4437 -0.4039 -0.5895
H 0.7517 0.7767 0.6713
```

HOMO level = -10.65 eV
Gap between HOMO and LUMO = 0.41718 hartree
SMILES string = FN1CO1
Energy relative to the best compared isomer or geometry (same formula, charge and spin) = 136.3 kcal per mole
Net charge = 0

***

Entry from OMol25: a 2-piece molecular cluster, CH2FNO3 overall (ωB97M-V/def2-TZVPD).

XYZ file:
```
8
Properties=species:S:1:pos:R:3
O 0.8573 2.6962 0.4091
C 0.7217 1.5459 0.3051
N 0.8283 0.3898 -0.5134
O 0.4765 0.4675 0.9261
H 0.0328 0.1817 -0.9486
O -1.8556 -0.5287 -0.3256
F -3.1590 -0.4500 -0.6390
H -1.7266 -0.9649 0.6227
```

HOMO level = -11.11 eV
Gap between HOMO and LUMO = 0.42201 hartree
SMILES string = O=C1NO1.OF
Energy relative to the best compared isomer or geometry (same formula, charge and spin) = 9.3 kcal per mole
Net charge = 0

***

Entry from OMol25: a 2-piece molecular cluster, CH2FNO3S overall (ωB97M-V/def2-TZVPD).

XYZ file:
```
9
Properties=species:S:1:pos:R:3
C -0.1404 -1.1705 1.1219
N -0.1346 -1.8577 0.1653
O -0.0185 -0.8294 2.2408
O 0.4053 0.2625 -1.3330
O 0.6960 2.4041 -0.0707
F -1.3392 0.8946 0.5212
S 0.4413 1.0468 0.2262
H -0.1115 -1.6198 -0.8346
H 0.2016 0.8695 -2.0371
```

HOMO level = -11.12 eV
Gap between HOMO and LUMO = 0.39738 hartree
Energy relative to the best compared isomer or geometry (same formula, charge and spin) = 29.8 kcal per mole
Net charge = 0

***

Entry from OMol25: a 2-piece molecular cluster, CH2FNOS overall (ωB97M-V/def2-TZVPD).

XYZ file:
```
7
Properties=species:S:1:pos:R:3
C 0.4911 1.1573 -1.9732
N 0.3496 -0.3553 -0.4160
O -0.3357 1.9891 -1.9987
F 1.5552 1.0675 -2.7804
S -0.9902 -0.1845 0.5137
H 0.0172 -1.1455 -0.9617
H -0.4859 0.5680 1.4856
```

HOMO level (spin up / spin down) = -8.80 / -8.80 eV
Gap between HOMO and LUMO (spin up / spin down) = 0.29684 / 0.29728 hartree
Energy relative to the best compared isomer or geometry (same formula, charge and spin) = 68.1 kcal per mole
Net charge = 0

***

Entry from OMol25: CH2FNOS as an isolated structure (ωB97M-V/def2-TZVPD).

XYZ file:
```
7
Properties=species:S:1:pos:R:3
C -1.8458 0.5314 0.4992
N 1.5323 -1.0849 0.6484
O -1.0035 -1.6176 -0.5163
F 2.1776 -0.0823 -0.1784
S -0.6604 -0.4852 0.3014
H -1.7341 1.4463 1.0793
H 1.6707 -2.0455 0.2018
```

HOMO level (spin up / spin down) = -9.99 / -10.11 eV
Gap between HOMO and LUMO (spin up / spin down) = 0.31040 / 0.29705 hartree
Energy relative to the best compared isomer or geometry (same formula, charge and spin) = 180.9 kcal per mole
Net charge = 0

***

Entry from OMol25: a 2-piece molecular cluster, CH2FO2S overall (ωB97M-V/def2-TZVPD).

XYZ file:
```
7
Properties=species:S:1:pos:R:3
C -0.4052 0.9956 0.5253
O 1.1290 -0.9994 -1.9885
O -0.0004 -2.4470 -0.3064
F -1.0823 0.5647 1.7290
S 0.9637 -1.3067 -0.5863
H -1.1577 1.5776 0.0652
H 0.5529 1.6153 0.5616
```

HOMO level (spin up / spin down) = -0.96 / -4.45 eV
2S+1 = 3
Gap between HOMO and LUMO (spin up / spin down) = 0.19023 / 0.29047 hartree
⟨S²⟩ = 2.007
Energy relative to the best compared isomer or geometry (same formula, charge and spin) = 14.4 kcal per mole
Net charge = -1

***

Entry from OMol25: CH2I2 as an isolated structure (ωB97M-V/def2-TZVPD).

XYZ file:
```
5
Properties=species:S:1:pos:R:3
C -0.3023 -0.8058 -0.2536
I -0.9418 -0.5504 1.7385
I -1.7126 -0.3427 -1.6719
H 1.0833 0.6371 0.0482
H 1.8733 1.0618 0.1387
```

HOMO level = -8.87 eV
Gap between HOMO and LUMO = 0.26137 hartree
Energy relative to the best compared isomer or geometry (same formula, charge and spin) = 102.0 kcal per mole
Net charge = 0

***

Entry from OMol25: CH2I2 as an isolated structure (ωB97M-V/def2-TZVPD).

XYZ file:
```
5
Properties=species:S:1:pos:R:3
C 0.0742 0.0276 0.1713
I -1.4379 1.4511 -0.1181
I -0.3714 -1.9918 0.0005
H 0.6984 0.3677 1.0820
H 1.0367 0.1454 -1.1358
```

HOMO level = -9.25 eV
Gap between HOMO and LUMO = 0.32589 hartree
Energy relative to the best compared isomer or geometry (same formula, charge and spin) = 50.7 kcal per mole
Net charge = 0

***

Entry from OMol25: CH2I3P as an isolated structure (ωB97M-V/def2-TZVPD).

XYZ file:
```
7
Properties=species:S:1:pos:R:3
C -1.3451 -0.5679 -0.4651
P 1.9264 0.6299 0.0219
I -1.8666 -2.0342 0.9438
I -1.9585 1.3574 0.2802
I -1.8460 -0.8152 -2.4913
H 3.0890 -0.0337 0.6328
H 2.0006 1.4638 1.0776
```

HOMO level (spin up / spin down) = -8.56 / -8.89 eV
Gap between HOMO and LUMO (spin up / spin down) = 0.26509 / 0.26289 hartree
Energy relative to the best compared isomer or geometry (same formula, charge and spin) = 69.1 kcal per mole
Net charge = 0

***

Entry from OMol25: a 2-piece molecular cluster, CH2IN overall (ωB97M-V/def2-TZVPD).

XYZ file:
```
5
Properties=species:S:1:pos:R:3
C -0.5067 -0.5437 -0.0328
N -1.1458 0.4506 -0.1067
I 2.7626 0.0779 -0.0637
H 0.0774 -1.4045 0.0117
H -1.1875 1.4197 0.1914
```

HOMO level = -7.76 eV
Gap between HOMO and LUMO = 0.21812 hartree
Energy relative to the best compared isomer or geometry (same formula, charge and spin) = 44.2 kcal per mole
Net charge = 0

***

Entry from OMol25: CH2INO as an isolated structure (ωB97M-V/def2-TZVPD).

XYZ file:
```
6
Properties=species:S:1:pos:R:3
C 0.3435 -0.0759 0.0008
N 1.4869 -0.1045 0.5433
O -0.1055 -0.2958 -1.1126
I -2.7526 -0.1516 -1.5078
H -0.4253 0.2783 0.6386
H 1.4529 0.3494 1.4377
```

HOMO level (spin up / spin down) = -9.62 / -9.42 eV
Gap between HOMO and LUMO (spin up / spin down) = 0.19152 / 0.18571 hartree
Energy relative to the best compared isomer or geometry (same formula, charge and spin) = 106.2 kcal per mole
Net charge = 0

***

Entry from OMol25: one molecule with the formula CH2INO3S (ωB97M-V/def2-TZVPD).

XYZ file:
```
9
Properties=species:S:1:pos:R:3
C -0.1412 -0.0258 0.3759
N 2.9040 0.0995 -0.4722
O 3.9620 0.1377 -0.0273
O 1.9809 -0.0131 2.1081
O 1.4166 -2.1055 0.8431
S 1.4983 -0.6900 0.9522
I -1.3345 -0.8340 1.9025
H -0.4499 -0.7365 -0.4010
H -0.0178 1.0856 0.3931
```

HOMO level (spin up / spin down) = -8.98 / -8.98 eV
Gap between HOMO and LUMO (spin up / spin down) = 0.29293 / 0.29292 hartree
Energy relative to the best compared isomer or geometry (same formula, charge and spin) = 50.0 kcal per mole
Net charge = 0

***

Entry from OMol25: a 2-piece molecular cluster, CH2INOS overall (ωB97M-V/def2-TZVPD).

XYZ file:
```
7
Properties=species:S:1:pos:R:3
C -1.6412 0.4504 -0.0019
N -1.8640 -0.7220 -0.2277
O 1.1586 -1.0120 -0.3699
S -1.8394 1.9348 0.2557
I 1.8303 0.6490 0.1655
H 3.4784 0.2122 0.2579
H -1.1227 -1.5124 -0.0796
```

HOMO level = -9.37 eV
Gap between HOMO and LUMO = 0.32113 hartree
Energy relative to the best compared isomer or geometry (same formula, charge and spin) = 64.7 kcal per mole
Net charge = 0

***

Entry from OMol25: a 2-piece molecular cluster, CH2IO2P overall (ωB97M-V/def2-TZVPD).

XYZ file:
```
7
Properties=species:S:1:pos:R:3
O 2.5429 -1.5388 0.8320
P 2.0441 -0.1905 0.5186
I 4.0441 1.4015 0.7139
C -2.1482 0.0751 -0.4923
O -0.9494 -0.0096 -0.5504
H -2.7272 0.9305 -0.7270
H -2.8063 -0.6682 -0.2949
```

HOMO level = -9.62 eV
Gap between HOMO and LUMO = 0.30847 hartree
SMILES string = O=PI.C=O
Energy relative to the best compared isomer or geometry (same formula, charge and spin) = 18.7 kcal per mole
Net charge = 0

***

Entry from OMol25: a 2-piece molecular cluster, CH2IO2P overall (ωB97M-V/def2-TZVPD).

XYZ file:
```
7
Properties=species:S:1:pos:R:3
O 2.0313 0.1241 -1.2369
P 1.2713 1.3476 -1.1332
I 1.8716 2.3520 1.0456
C -1.2973 -0.9600 0.3353
O -1.4752 0.1411 -0.0937
H -0.7982 -1.7370 -0.2649
H -1.6034 -1.2677 1.3477
```

HOMO level = -9.79 eV
Gap between HOMO and LUMO = 0.32138 hartree
SMILES string = O=PI.C=O
Energy relative to the best compared isomer or geometry (same formula, charge and spin) = 9.2 kcal per mole
Net charge = 0

***

Entry from OMol25: CH2IO2S as an isolated structure (ωB97M-V/def2-TZVPD).

XYZ file:
```
7
Properties=species:S:1:pos:R:3
C -0.1239 0.4887 -0.0987
O -1.5298 0.1585 -0.3389
O -0.7055 -1.9590 0.8526
S -0.5804 -1.1897 -0.3710
I 2.6643 0.5820 -0.0488
H 0.2283 1.0990 -0.9040
H 0.0469 0.8206 0.9088
```

HOMO level = -3.60 eV
Gap between HOMO and LUMO = 0.25558 hartree
Energy relative to the best compared isomer or geometry (same formula, charge and spin) = 3.7 kcal per mole
Net charge = -1

***

Entry from OMol25: an isolated ion of composition CH2IO2S and charge -1 (ωB97M-V/def2-TZVPD).

XYZ file:
```
7
Properties=species:S:1:pos:R:3
C -0.6481 -0.0008 0.3222
O 2.0048 0.2524 -0.2270
O 0.3370 0.3749 -2.0144
S 0.8697 -0.3941 -0.8886
I -0.7708 -1.0183 2.2275
H -0.1744 0.9008 0.7053
H -1.6182 -0.1149 -0.1250
```

HOMO level (spin up / spin down) = -0.40 / -4.84 eV
2S+1 = 3
Gap between HOMO and LUMO (spin up / spin down) = 0.14178 / 0.23197 hartree
⟨S²⟩ = 2.014
Net charge = -1

***

Entry from OMol25: one molecule with the formula CH2N2O (ωB97M-V/def2-TZVPD).

XYZ file:
```
6
Properties=species:S:1:pos:R:3
N 3.0936 -0.4434 0.1752
C 2.2071 0.2255 -0.0456
O 1.1497 1.1176 -0.2394
N -0.1186 0.4141 0.1188
H -0.3987 0.8288 0.9707
H -0.6733 0.6949 -0.6127
```

HOMO level = -11.35 eV
Gap between HOMO and LUMO = 0.43874 hartree
SMILES string = N#CON
Energy relative to the best compared isomer or geometry (same formula, charge and spin) = 71.9 kcal per mole
Net charge = 0

***

Entry from OMol25: one molecule with the formula CH2N2O2 (ωB97M-V/def2-TZVPD).

XYZ file:
```
7
Properties=species:S:1:pos:R:3
N 0.0352 0.7615 -0.7384
C -0.1015 -0.3200 0.0541
O 0.6913 -1.4373 0.1251
N 0.1677 -0.7620 1.3403
O -1.2023 -0.7381 0.7536
H 0.9820 0.9619 -1.0240
H -0.5725 1.5341 -0.5107
```

HOMO level = -9.98 eV
Gap between HOMO and LUMO = 0.39352 hartree
SMILES string = NC12ON1O2
Energy relative to the best compared isomer or geometry (same formula, charge and spin) = 137.2 kcal per mole
Net charge = 0

***

Entry from OMol25: one molecule with the formula CH2N2O2 (ωB97M-V/def2-TZVPD).

XYZ file:
```
7
Properties=species:S:1:pos:R:3
C -0.2948 -0.5822 0.1151
N 0.1889 -0.9460 1.1874
N 0.2852 1.4080 -1.0170
O -0.0809 0.8969 0.0713
O 0.4412 -0.4932 2.2390
H -0.6064 -1.0930 -0.8254
H 0.0667 0.8094 -1.7703
```

HOMO level (spin up / spin down) = -9.71 / -8.76 eV
Gap between HOMO and LUMO (spin up / spin down) = 0.36977 / 0.28370 hartree
Energy relative to the best compared isomer or geometry (same formula, charge and spin) = 182.5 kcal per mole
Net charge = 0